No. 1
The following is a quantum chemistry calculation of a structure of composition C27H43B2F4GdN5O13Si, from the Open Molecules 2025 dataset.

```
96
Properties=species:S:1:pos:R:3
Gd -3.215 0.863 -0.662
C -0.185 6.122 -3.747
C -0.369 5.521 -2.407
N 0.452 5.740 -1.448
O 1.482 6.732 -1.722
B 2.523 6.224 -1.056
F -3.325 1.293 1.289
F 3.274 5.254 -1.565
O 2.957 6.597 0.208
N 3.437 5.502 1.008
C 3.405 6.075 2.315
C 3.964 7.490 2.557
C 3.928 5.215 3.347
N 4.293 4.945 4.490
O -0.572 9.012 3.602
B -1.502 8.726 2.889
F -1.937 8.287 1.659
F -5.732 -5.054 -3.887
O -2.683 2.949 -1.264
N -1.595 3.615 -1.628
C -1.679 4.867 -2.178
C -3.094 5.540 -2.262
C -1.763 -6.162 5.485
H -1.129 6.145 -4.254
H 0.144 7.178 -3.481
H 0.446 5.463 -4.361
H 3.422 8.067 3.388
H 5.050 7.651 2.615
H 3.771 8.147 1.737
H -3.428 5.748 -3.264
H -3.856 4.942 -1.812
H -2.923 6.431 -1.650
H -1.801 -5.124 5.702
H -1.711 -6.796 4.593
H -2.347 -6.797 6.217
O 0.847 -6.061 3.355
C 0.973 -5.647 4.703
O 0.223 -6.237 5.452
C 1.807 -4.351 5.006
C 1.285 -3.167 5.567
C 2.108 -2.139 5.995
C 3.530 -2.357 5.887
C 4.017 -3.456 5.235
N 3.186 -4.324 4.751
C 3.690 0.978 -0.142
O 2.525 0.866 -0.314
O 4.903 1.115 0.086
H 1.750 -6.322 3.070
H 0.246 -3.052 5.652
H 1.643 -1.180 6.317
H 4.306 -1.582 6.073
C -1.666 -1.828 2.002
C -0.746 -2.770 1.350
C 0.680 -2.356 1.607
C -0.975 -4.262 1.569
O -0.967 -2.550 -0.137
Si -0.567 -1.567 -1.396
O -1.403 -0.117 -0.977
O 1.018 -1.654 -1.763
C 1.761 -1.269 -2.978
C 1.461 -2.347 -3.968
C 3.244 -1.570 -2.695
C 1.449 0.175 -3.376
O -1.393 -1.997 -2.825
C -2.341 -2.659 -3.548
C -3.496 -3.011 -2.853
C -1.997 -3.483 -4.777
C -3.782 -1.852 -3.907
H -1.439 -0.745 1.937
H -1.656 -2.106 3.130
H -2.693 -2.025 1.717
H 0.859 -1.628 2.396
H 1.253 -2.062 0.674
H 1.116 -3.246 1.977
H -1.590 -4.652 0.777
H -1.533 -4.451 2.541
H -0.008 -4.789 1.575
H 1.398 -3.247 -3.360
H 2.296 -2.445 -4.675
H 0.549 -2.163 -4.511
H 3.833 -1.172 -3.561
H 3.326 -2.643 -2.716
H 3.714 -1.182 -1.758
H 2.219 0.805 -3.769
H 1.214 0.659 -2.360
H 0.480 0.186 -3.861
H -6.632 -5.468 -3.978
H -3.436 -2.483 -1.882
H -4.020 -3.962 -2.870
H -2.135 -2.723 -5.581
H -2.769 -4.263 -4.886
H -0.924 -3.807 -4.811
H -5.656 -1.318 -1.056
H -4.373 -2.058 -4.753
H -3.710 -0.783 -3.671
O -4.709 -0.601 -1.137
```

Computed properties:
HOMO level (spin up / spin down)   -5.1879 / -5.1989 eV
Lowest unoccupied orbital energy (spin up / spin down)   0.68 / 0.68 eV
Orbital gap (spin up / spin down)   0.2157 / 0.2161 Ha
Net charge   -1
2S+1   8

No. 2
The following is a quantum chemistry calculation of a cluster of 9 separate species, C26H53BF3N2O13 in total, from the Open Molecules 2025 dataset.

```
98
Properties=species:S:1:pos:R:3
C 2.357 2.176 3.250
C 2.849 2.509 1.828
C 2.193 3.802 1.243
O 2.056 3.672 -0.180
C 0.809 3.239 -0.548
C 0.296 3.698 -1.800
N -0.858 3.367 -2.318
C -1.534 2.497 -1.499
C -2.793 2.009 -1.935
C -3.518 1.126 -1.197
C -4.838 0.660 -1.826
O -5.739 1.475 -2.086
O -4.962 -0.588 -2.034
C -3.060 0.660 0.085
B -3.937 -0.377 0.917
O -3.314 -1.342 1.736
C -5.524 -0.374 0.919
C -6.127 -0.423 2.358
C -1.836 1.131 0.525
C -1.226 0.669 1.856
C -0.198 -0.435 1.540
O -0.738 -1.460 0.695
C 0.194 -2.477 0.453
C -0.337 -3.857 0.899
F -0.082 -4.119 2.190
F 0.175 -4.840 0.125
F -1.678 -3.875 0.735
C -1.062 2.045 -0.255
N 0.156 2.438 0.240
H 1.279 2.332 3.392
H 2.540 1.104 3.450
H 2.950 2.718 4.002
H 2.600 1.692 1.136
H 3.941 2.646 1.797
H 2.922 4.611 1.440
H 1.264 4.077 1.762
H 0.936 4.368 -2.388
H -3.187 2.354 -2.892
H -3.422 -2.186 1.274
H -5.826 -1.321 0.432
H -5.965 0.477 0.384
H -7.220 -0.572 2.341
H -5.960 0.536 2.874
H -5.694 -1.252 2.940
H -0.639 1.504 2.272
H -1.989 0.373 2.580
H 0.278 -0.839 2.451
H 0.609 0.040 0.944
H 0.445 -2.541 -0.620
H 1.102 -2.253 1.039
C -2.316 -5.048 4.267
O -2.900 -4.779 5.540
H -2.825 -4.447 3.518
H -1.257 -4.784 4.278
H -2.431 -6.107 4.019
H -2.437 -5.317 6.187
C -2.805 -2.229 -4.457
O -2.830 -1.198 -3.493
H -1.801 -2.289 -4.880
H -3.058 -3.185 -3.986
H -3.520 -2.012 -5.260
H -3.745 -1.158 -3.119
C -0.709 -3.983 -2.528
O -1.412 -4.978 -1.787
H -0.999 -4.060 -3.571
H -0.970 -2.988 -2.156
H 0.371 -4.145 -2.442
H -1.143 -4.892 -0.868
C -1.830 4.843 1.872
O -0.711 4.356 2.614
H -1.962 4.212 0.997
H -2.734 4.801 2.484
H -1.650 5.872 1.551
H -0.608 4.922 3.385
C 5.716 5.073 -1.033
O 5.262 3.919 -1.736
H 6.678 5.376 -1.440
H 4.999 5.887 -1.157
H 5.830 4.837 0.030
H 4.410 3.670 -1.357
C -2.518 -7.984 -1.565
O -3.222 -8.991 -0.834
H -2.803 -8.055 -2.612
H -2.778 -6.995 -1.190
H -1.441 -8.141 -1.474
H -2.959 -8.913 0.086
C 8.230 3.086 -4.240
O 8.199 4.112 -3.256
H 9.236 3.036 -4.653
H 7.979 2.122 -3.789
H 7.523 3.309 -5.043
H 7.303 4.140 -2.904
C 7.110 1.037 -0.188
O 6.870 2.117 0.705
H 7.587 0.233 0.368
H 6.167 0.676 -0.606
H 7.772 1.357 -0.997
H 6.449 2.816 0.195
```

Computed properties:
HOMO level   -4.9926 eV
Lowest unoccupied orbital energy   2.00 eV
Orbital gap   0.2571 Ha
Net charge   -1

No. 3
The following is a quantum chemistry calculation of a cluster of 2 separate species, C3H3NO2 in total, from the Open Molecules 2025 dataset.

```
9
Properties=species:S:1:pos:R:3
O -1.169 0.869 0.551
C -0.797 0.654 -0.670
C -1.084 -0.683 -1.181
O -0.338 -1.536 -0.716
C 1.913 -0.039 1.060
N 1.505 0.992 1.375
H -0.614 1.596 0.895
H -1.707 -0.853 -2.082
H 2.290 -0.999 0.767
```

Computed properties:
HOMO level   -8.9317 eV
Lowest unoccupied orbital energy   0.11 eV
Relative energy (zero: lowest compared OMol25 entry of this formula, charge and spin)   4.6101 eV
Orbital gap   0.3323 Ha

No. 4
The following is a quantum chemistry calculation of a cluster of 2 separate species, C24H21NO5S2 in total, from the Open Molecules 2025 dataset.

```
53
Properties=species:S:1:pos:R:3
C 4.234 0.961 2.971
N 2.856 0.525 2.816
C 1.815 1.332 2.484
C 0.598 0.609 2.542
C -0.667 1.210 2.370
C -1.894 0.441 2.528
C -2.126 -0.727 1.779
C -3.251 -1.515 2.024
C -4.149 -1.161 3.038
C -3.946 0.018 3.766
C -2.852 0.836 3.485
C 0.970 -0.751 2.974
C 0.287 -1.878 3.419
C 1.009 -3.012 3.835
C 2.410 -3.008 3.886
C 3.127 -1.849 3.541
C 2.388 -0.763 3.089
H 4.875 0.079 3.046
H 4.529 1.564 2.104
H 4.365 1.571 3.877
H 1.972 2.380 2.259
H -0.690 2.235 2.716
H -1.398 -1.008 1.016
H -3.417 -2.408 1.421
H -5.002 -1.803 3.261
H -4.640 0.308 4.558
H -2.685 1.772 4.024
H -0.798 -1.863 3.450
H 0.464 -3.910 4.131
H 2.949 -3.903 4.201
H 4.213 -1.784 3.604
C -1.916 4.992 1.461
O -1.648 3.568 1.683
C -1.427 2.658 0.693
S 0.073 2.816 -0.279
O 0.561 4.180 -0.147
O 0.981 1.698 -0.120
C -0.614 2.600 -1.924
C -1.981 2.391 -1.984
C -2.621 2.196 -3.211
C -1.848 2.165 -4.376
C -0.457 2.320 -4.306
C 0.170 2.528 -3.077
S -2.836 2.417 -0.404
O -3.436 1.114 -0.212
O -3.667 3.610 -0.419
H -1.830 5.420 2.460
H -1.166 5.406 0.785
H -2.929 5.100 1.077
H -3.704 2.072 -3.230
H -2.340 2.011 -5.337
H 0.148 2.278 -5.212
H 1.250 2.630 -2.988
```

Computed properties:
HOMO level   -7.6047 eV
Lowest unoccupied orbital energy   -0.79 eV
Orbital gap   0.2505 Ha

E per entry: -103693.62693, -66247.76606, -8740.52110, -58622.33446 eV